21
Properties=species:S:1:pos:R:3:forces:R:3 method="wB97M-V/def2-TZVPD" fmax_ha_per_bohr=0.031 lumo_ev=0.345 smiles=CCO.O.O.O.O energy_ev=-12537.7468 gap_ev=10.825
C -0.483834 -0.994362 2.556232 1.13 0.95 0.60
C -1.477541 -0.167367 1.780808 -0.36 1.45 -0.06
O -2.782122 -0.636279 2.077981 -0.22 -0.96 -0.09
H -0.039555 -0.422425 3.380311 -0.40 0.02 0.03
H -0.927064 -1.862872 3.001122 -0.28 -0.58 -0.09
H 0.409892 -1.234024 1.984349 -0.12 -0.30 -0.24
H -1.223534 -0.106108 0.713005 -0.45 -0.57 0.02
H -1.465731 0.891467 2.072539 0.41 -0.11 0.19
H -3.477924 -0.270136 1.526304 0.31 0.28 -0.15
O -0.620900 -2.734175 -0.102612 -0.07 0.63 0.34
H -1.459847 -2.499740 0.313946 -0.25 -0.36 -0.17
H -0.045471 -2.114953 0.371028 0.28 -0.39 -0.31
O 0.177599 3.708531 -3.698549 0.09 -0.01 0.00
H 0.175014 2.792099 -3.987502 -0.01 -0.04 -0.02
H -0.749557 3.938487 -3.601829 -0.07 0.04 0.01
O 1.080306 0.456494 -0.360167 -0.11 0.41 1.25
H 0.241104 0.082342 -0.639811 0.45 -0.11 -0.69
H 1.766741 0.422285 -1.024391 -0.46 -0.45 -0.74
O 3.592847 -0.100115 -2.212366 -0.39 -0.63 -0.10
H 3.665278 0.623139 -2.836222 0.11 0.35 0.21
H 3.644293 0.227707 -1.314177 0.42 0.37 0.02

---

21
Properties=species:S:1:pos:R:3:forces:R:3 method="wB97M-V/def2-TZVPD" fmax_ha_per_bohr=0.042 lumo_ev=0.499 smiles=CCO.O.O.O.O energy_ev=-12538.4847 gap_ev=11.383
C -0.352507 2.071539 0.065536 -1.03 0.34 0.71
C 0.673779 1.049628 -0.295890 0.73 -0.34 -0.72
O 1.875960 1.117085 0.495742 -0.05 -0.37 -0.12
H 0.055691 3.076503 0.190640 0.19 -0.04 -0.35
H -1.194736 2.105473 -0.628690 0.33 -0.02 -0.33
H -0.864017 1.859028 1.008939 0.31 -0.29 0.18
H 1.019041 1.162079 -1.330914 -0.09 0.29 0.09
H 0.315331 0.017637 -0.263497 -0.44 0.15 0.28
H 1.737600 1.648606 1.276778 -0.22 0.30 0.25
O 1.812586 -1.541492 1.512410 -0.42 0.03 0.03
H 1.708585 -0.617411 1.231518 0.24 0.24 0.11
H 2.371151 -1.899859 0.823613 0.25 -0.32 -0.08
O -0.873585 -2.485612 -0.915498 0.25 0.07 0.87
H -1.072207 -2.494364 0.044295 -0.39 0.08 -0.53
H 0.072559 -2.310405 -0.876262 0.09 -0.06 -0.33
O -1.120971 -1.626561 1.992395 0.30 0.05 -0.60
H -1.395542 -1.818416 2.877970 -0.54 -0.16 0.74
H -0.176602 -1.820759 2.020876 0.45 0.08 -0.21
O -1.857399 0.972277 -3.038375 -2.03 0.70 0.27
H -1.652735 0.058613 -3.040895 0.56 -1.31 0.03
H -1.081980 1.476412 -3.150690 1.48 0.58 -0.27

---

21
Properties=species:S:1:pos:R:3:forces:R:3 method="wB97M-V/def2-TZVPD" fmax_ha_per_bohr=0.041 lumo_ev=0.171 smiles=CCO.O.O.O.O energy_ev=-12538.1702 gap_ev=10.473
C 0.099208 -0.496376 2.094684 -0.72 1.33 1.49
C 1.333574 0.039779 1.439743 0.15 -1.21 0.05
O 1.880005 -1.088382 0.717089 0.56 0.66 -0.66
H 0.269056 -1.351063 2.749480 0.25 -0.12 -0.15
H -0.770533 -0.697886 1.469348 0.43 -0.05 -0.46
H -0.215610 0.311711 2.754977 -0.43 0.01 0.33
H 2.108636 0.414946 2.108035 -0.21 -0.13 0.47
H 1.111439 0.893496 0.799498 0.05 -0.47 -0.45
H 2.208900 -1.728542 1.352401 0.01 0.06 0.00
O -1.840731 -1.458693 -1.650234 0.03 0.11 0.25
H -2.743950 -1.637291 -1.912031 -0.27 -0.07 -0.12
H -1.313552 -2.048248 -2.189431 0.18 -0.21 -0.19
O -2.800449 1.243241 -0.564623 0.00 0.22 0.09
H -3.756105 1.256984 -0.512053 -0.24 0.11 0.05
H -2.585372 0.337587 -0.787692 0.33 -0.26 -0.12
O 1.897898 2.437062 -1.353804 0.56 0.80 0.23
H 1.140079 3.020654 -1.390811 -0.14 0.13 -0.03
H 1.522156 1.557010 -1.330319 -0.41 -0.48 -0.33
O 0.904608 -0.043334 -1.509445 -0.19 0.05 -0.73
H 1.459275 -0.416706 -0.824483 0.39 -0.64 0.21
H 0.091468 -0.545949 -1.460330 -0.35 0.14 0.06

---

22
Properties=species:S:1:pos:R:3:forces:R:3 method="wB97M-V/def2-TZVPD" fmax_ha_per_bohr=0.069 lumo_ev=0.267 smiles="CC=O.O.O.O.O.O" energy_ev=-14584.8838 gap_ev=10.699
C -2.142403 -1.655511 -0.005948 -2.06 0.49 1.51
C -1.024657 -2.549446 0.446010 -0.37 1.11 -2.23
O 0.013920 -2.651195 -0.162196 0.40 0.16 -0.07
H -2.158103 -0.653153 0.523313 0.57 -0.95 -0.69
H -3.196075 -2.043589 0.321654 1.96 0.21 -0.77
H -2.079705 -1.535500 -1.083690 -0.08 0.26 0.02
H -1.195699 -3.218024 1.216306 -0.51 -1.35 2.23
O 0.336671 -0.055503 2.810284 1.38 -0.71 0.50
H 1.105957 0.388007 2.389985 -0.76 -0.57 0.23
H 0.770446 -0.872215 3.177402 -0.79 1.15 -0.50
O 1.302857 1.751758 -1.679459 -0.38 -1.81 0.61
H 1.650061 2.606876 -1.787364 1.06 1.63 0.41
H 1.409197 1.393256 -0.771328 0.33 0.40 -0.71
O 0.470349 2.949365 0.998632 0.92 -1.39 2.13
H 0.108096 2.876674 0.142384 -0.81 -0.15 -1.55
H 0.515203 2.010350 1.332856 -0.32 1.56 -0.53
O -0.853783 1.194079 -2.905499 3.40 0.98 -0.11
H 0.000017 0.914832 -3.361723 -2.02 -0.54 -0.10
H -0.212388 1.786742 -2.365765 -2.23 -0.91 -0.17
O 1.611940 -0.518148 0.330545 1.41 0.48 0.38
H 1.116488 -1.171701 -0.171702 -0.18 -0.40 -0.10
H 2.451603 -0.947955 0.605311 -0.92 0.34 -0.51

---

23
Properties=species:S:1:pos:R:3:forces:R:3 method="wB97M-V/def2-TZVPD" fmax_ha_per_bohr=0.081 charge=+1 lumo_ev=-2.718 energy_ev=-13480.3062 gap_ev=9.336
C -1.466597 0.537990 -0.539499 0.40 2.34 0.83
C -1.060233 -0.609603 -1.047185 1.23 -0.90 -2.10
N -1.747140 -1.764034 -0.850438 -2.81 1.14 2.86
N -0.600831 1.781018 -0.605374 -1.50 -0.02 0.02
H -2.401434 0.689383 -0.047804 -0.19 0.07 0.34
H -0.167334 -0.568936 -1.765594 -1.20 -0.57 1.31
H -1.728094 -2.577264 -1.423300 0.28 -0.09 -0.45
H -2.629548 -1.651972 -0.140866 2.96 -0.51 -2.34
H 0.214459 1.596566 -1.164377 0.98 -0.38 -1.35
H -0.123295 2.097531 0.226894 -0.34 -0.36 1.14
H -1.094734 2.620826 -0.944352 0.07 -0.64 -0.16
H -3.241413 -0.065630 2.108987 -0.08 -0.30 0.09
H -3.463428 -1.576584 2.236421 -0.42 -1.33 1.47
O -3.292545 -0.898901 1.626419 0.40 1.51 -1.49
H 3.270166 -2.237875 -1.250307 2.10 2.80 0.49
H 4.665251 -1.373944 -1.016491 0.79 -0.59 0.03
O 3.727426 -1.307369 -1.115008 -3.18 -2.00 -0.60
H 1.345987 1.801811 4.091148 0.47 -1.60 -0.38
H 1.538878 0.190699 3.969612 -0.18 0.52 0.36
O 1.715868 1.047389 3.563986 -0.33 1.11 -0.03
H 2.318807 1.702254 -2.157924 0.11 0.11 -0.14
H 2.326996 0.239795 -1.508395 -1.99 2.81 -0.76
O 1.694940 1.086898 -1.763256 2.44 -3.13 0.83

---

23
Properties=species:S:1:pos:R:3:forces:R:3 method="wB97M-V/def2-TZVPD" fmax_ha_per_bohr=0.117 charge=+1 lumo_ev=-2.869 energy_ev=-13479.7513 gap_ev=9.004
C -1.581624 0.100454 1.177817 1.92 3.07 0.67
C -0.233291 0.445432 1.409753 -5.77 1.71 -0.07
N 0.188188 1.643191 1.852647 -0.33 -0.25 -0.19
N -1.861907 -1.291864 0.966780 3.52 -0.71 -1.75
H -2.470760 0.724862 1.072857 0.69 0.20 0.42
H 0.492308 -0.231002 1.153303 1.99 -1.70 -0.15
H 1.165635 1.738570 1.834152 1.17 0.53 0.02
H -0.363580 2.469507 2.065657 -0.01 -0.71 -0.22
H -1.366526 -1.470725 -0.031733 -1.15 -0.97 3.17
H -2.834239 -1.485771 0.867645 -0.82 -0.36 0.26
H -1.411117 -1.656330 1.865392 -0.99 -0.97 -2.28
H -3.805430 3.827570 -0.736784 -0.14 -0.79 -0.57
H -3.722156 3.716010 -2.227202 0.02 0.10 -0.62
O -3.846462 3.162470 -1.460451 0.13 0.67 1.23
H 3.547386 -0.302413 0.114410 -0.09 0.07 1.02
H 2.631263 -0.155192 -0.912220 -0.79 0.26 -0.43
O 2.592548 -0.149126 0.054194 0.70 -0.28 -0.23
H 4.595362 -0.269556 -2.562041 -1.04 0.38 -0.01
H 3.393937 0.373557 -3.224505 -1.36 1.79 -4.25
O 3.669482 0.040995 -2.446405 2.47 -2.18 3.99
H 0.974538 -3.796943 0.257337 1.49 -0.59 0.56
H 0.073236 -3.942478 -0.981211 0.25 0.44 1.10
O 0.173208 -3.491220 -0.109393 -1.86 0.30 -1.67

---

22
Properties=species:S:1:pos:R:3:forces:R:3 method="wB97M-V/def2-TZVPD" fmax_ha_per_bohr=0.048 lumo_ev=0.692 smiles=CCN.O.O.O.O energy_ev=-11996.6037 gap_ev=10.416
C -1.794996 -3.547309 0.043837 -1.52 1.88 0.10
C -0.393919 -3.149519 0.323478 0.97 1.01 0.15
N -0.152660 -1.749988 0.800937 0.79 -0.84 0.15
H -2.413058 -3.161572 0.908202 0.41 -1.14 -0.60
H -1.879425 -4.581842 -0.197678 -0.10 -0.97 0.60
H -2.293652 -3.081882 -0.792988 0.28 0.61 -0.56
H 0.362874 -3.298107 -0.458099 -0.49 -0.42 0.01
H -0.162877 -3.694786 1.203545 0.77 -1.41 0.45
H 0.819598 -1.872028 1.181975 -1.51 0.88 0.07
H -0.841854 -1.591339 1.546608 0.77 0.13 0.04
O 2.182809 5.267284 0.726395 -0.60 1.11 -0.69
H 2.981126 5.685297 0.385220 0.33 -0.30 0.17
H 1.519303 5.896410 0.363765 0.26 -0.81 0.52
O -1.219448 0.377059 -0.313354 -0.94 -0.78 1.89
H -0.506974 -0.202766 0.047256 -0.45 -0.14 -0.39
H -0.875121 0.849065 -1.023683 0.95 1.26 -1.87
O -1.987459 2.348022 2.009963 0.43 -0.16 -0.84
H -1.177954 2.728246 1.591900 -1.05 -0.69 0.37
H -2.295033 1.638900 1.396373 0.71 0.80 0.43
O 2.894685 -0.611844 -3.241688 -1.58 1.03 0.19
H 2.364262 -0.781962 -4.021899 -0.34 0.15 -0.09
H 3.636191 -1.144924 -3.391486 1.91 -1.18 -0.10

---

22
Properties=species:S:1:pos:R:3:forces:R:3 method="wB97M-V/def2-TZVPD" fmax_ha_per_bohr=0.139 lumo_ev=0.380 smiles=CCN.O.O.O.O energy_ev=-11995.8050 gap_ev=9.781
C -2.573433 1.166576 -1.016305 0.47 -2.64 2.57
C -1.985041 -0.277471 -1.262175 -4.03 1.52 5.68
N -1.652962 -0.858713 0.061480 1.36 -0.26 1.77
H -3.319467 1.031605 -0.141784 1.04 0.47 -1.55
H -1.732068 1.790555 -0.644573 -0.82 0.06 -0.72
H -3.075101 1.378375 -1.901362 -0.76 1.58 -1.43
H -2.659807 -0.919281 -1.760258 -1.20 -0.70 -0.22
H -1.224374 -0.247985 -1.874366 4.37 0.42 -2.79
H -1.071612 -0.275463 0.741141 -1.22 -0.28 -1.84
H -2.386276 -1.195873 0.709336 0.04 0.39 -1.43
O 0.904414 -1.969352 0.811700 0.75 -0.25 0.15
H 0.315204 -2.726322 0.699958 -0.09 0.39 -0.02
H 0.335610 -1.202148 0.933520 -0.08 -0.46 -0.15
O 0.338830 0.181754 3.109744 2.80 -2.84 -0.52
H 0.878671 0.917107 2.828073 -0.03 0.91 -0.09
H 1.103611 -0.547376 3.024979 -2.77 1.88 0.42
O 3.116387 2.946115 0.175949 -0.89 1.06 2.81
H 3.237358 2.757615 -0.718079 0.08 -0.27 -2.33
H 2.457076 3.667658 0.275338 0.77 -0.81 -0.46
O 1.178623 -1.292297 -2.295343 -1.64 -0.29 3.72
H 1.530525 -1.623563 -1.371969 -0.76 0.84 -2.52
H 0.226204 -1.058299 -1.975839 2.59 -0.71 -1.06

---

23
Properties=species:S:1:pos:R:3:forces:R:3 method="wB97M-V/def2-TZVPD" multiplicity=2 fmax_ha_per_bohr=0.076 charge=+2 lumo_ev="-8.174 / -15.559" energy_ev=-11992.4436 gap_ev="9.078 / 1.692"
C -2.317908 1.765436 -2.504381 0.47 0.89 -1.20
C -1.427009 1.811641 -1.248824 -0.69 1.71 -2.49
N -0.257890 0.887330 -1.299985 3.03 2.08 1.27
H -2.381766 0.897388 -3.126930 0.15 -1.60 0.60
H -3.336518 1.977009 -2.206836 -0.12 0.40 -0.14
H -1.991749 2.406919 -3.349763 -0.17 0.59 1.03
H -1.104317 2.893925 -1.119377 -0.02 -1.62 0.09
H -2.098078 1.555758 -0.464388 0.15 -0.48 1.06
H 0.697956 1.434479 -1.225466 -2.66 -1.07 -0.12
H -0.096183 0.209964 -2.030114 -0.95 -0.25 -0.58
H -0.290245 0.384163 -0.420161 0.39 -0.77 0.03
H 2.495312 -2.037849 6.101183 0.93 0.32 0.04
H 1.050305 -2.216814 5.703487 -0.73 0.15 -0.45
O 1.864224 -1.721154 5.392486 -0.18 -0.53 0.64
H 0.069082 -2.410764 0.089755 -0.78 1.52 -1.33
H -1.392096 -1.938785 -0.083608 -0.46 -0.04 -0.07
O -0.498698 -1.655096 -0.277324 0.80 -1.16 1.12
H 2.382120 -3.467828 -0.717877 0.18 -0.19 -0.03
H 1.869749 -3.306839 0.745471 0.52 -0.31 -0.03
O 1.643943 -3.183835 -0.177271 -0.29 0.19 0.32
H 1.466601 2.044423 1.503542 0.17 0.06 -0.82
H 2.268661 1.738418 0.179972 -0.16 0.27 0.63
O 1.384507 1.932100 0.536406 0.43 -0.15 0.45

---

24
Properties=species:S:1:pos:R:3:forces:R:3 method="wB97M-V/def2-TZVPD" fmax_ha_per_bohr=0.098 charge=+1 lumo_ev=-2.712 energy_ev=-14053.8880 gap_ev=11.148
C 1.400559 1.115651 0.560552 -1.59 0.90 0.97
C 0.487591 2.024733 0.982714 2.63 0.25 -1.96
N 0.920877 -0.282094 0.546013 0.37 -2.50 -1.49
H 2.434127 1.231670 0.181050 -1.16 0.20 0.30
H 0.581342 3.099859 0.808490 0.85 -0.34 0.37
H -0.496275 1.831228 1.267616 -1.37 -1.15 0.56
H 0.147858 -0.556441 1.227184 0.80 0.56 -0.35
H 0.454303 -0.508127 -0.373894 0.27 0.73 0.74
H 1.687458 -1.041171 0.465058 -1.11 1.20 0.74
H -1.094375 -2.413661 -3.252948 0.08 0.21 0.18
H -2.500104 -2.165546 -2.839231 -1.04 -0.09 -0.07
O -1.617596 -1.919347 -2.606221 1.05 -0.10 -0.04
H -1.794848 -1.902616 1.520996 0.50 0.63 -0.37
H -2.402154 -0.605640 2.016939 2.30 -0.02 -1.64
O -1.600823 -0.941169 1.443584 -2.70 -0.56 2.02
H -3.992648 1.612074 1.374189 -3.66 0.80 -3.39
H -3.120005 2.276192 2.322597 0.19 0.34 0.43
O -3.355391 1.425068 1.964017 3.50 -1.22 3.02
H 2.880507 -3.285443 -0.278658 -0.12 0.47 -0.31
H 1.449790 -3.524949 -0.090028 -1.42 -1.13 0.49
O 2.015092 -2.869809 -0.442032 1.54 0.80 -0.06
H 1.845380 3.044453 -2.203565 1.48 -0.57 0.18
H 3.325663 2.396664 -1.921366 1.48 1.19 -0.15
O 2.411086 2.260732 -2.022613 -2.84 -0.57 -0.17

---

24
Properties=species:S:1:pos:R:3:forces:R:3 method="wB97M-V/def2-TZVPD" fmax_ha_per_bohr=0.027 lumo_ev=0.558 smiles=CCS.O.O.O.O.O energy_ev=-23406.7446 gap_ev=9.116
C -2.075912 2.672757 0.572149 -0.20 -0.70 0.01
C -2.329460 1.579347 -0.456883 0.75 -0.08 -1.16
S -2.381112 -0.078158 0.323722 -0.28 1.03 0.83
H -1.135546 2.437126 1.072904 0.10 0.32 -0.05
H -2.841194 2.700847 1.355131 -0.05 0.10 -0.25
H -2.025825 3.625761 0.051071 0.09 0.15 0.21
H -3.126036 1.782980 -1.175750 -0.83 -0.13 0.81
H -1.514178 1.546257 -1.192189 0.33 -0.02 0.67
H -2.445306 -0.759486 -0.782719 -0.01 -0.58 -0.93
O 0.078988 0.252759 -2.192331 0.04 0.23 -0.27
H -0.066439 0.203175 -3.142315 0.11 0.05 0.10
H 0.098369 -0.666308 -1.869405 -0.10 -0.21 0.08
O 3.202220 -1.096760 1.851496 0.05 0.32 -0.28
H 4.048146 -0.798557 2.181215 0.36 -0.28 0.44
H 3.009326 -0.393340 1.217126 -0.66 0.01 -0.32
O 0.109445 -2.161350 -1.015541 -0.13 -0.31 0.22
H 0.077212 -2.147507 -0.040217 0.10 -0.20 -0.29
H -0.212508 -3.030340 -1.290025 0.16 0.24 0.22
O 1.977900 1.046019 -0.155650 -0.40 -0.20 -0.03
H 1.235644 0.882524 -0.775290 0.34 -0.02 0.24
H 2.630406 1.475691 -0.706836 0.23 0.16 -0.15
O 0.992150 -2.990893 1.801367 -0.64 0.01 -0.70
H 1.801726 -2.462660 1.848109 0.15 -0.25 0.57
H 0.891981 -3.619895 2.520868 0.48 0.37 0.04

---

25
Properties=species:S:1:pos:R:3:forces:R:3 method="wB97M-V/def2-TZVPD" fmax_ha_per_bohr=0.044 lumo_ev=0.318 smiles=OCCO.O.O.O.O.O energy_ev=-16665.7963 gap_ev=10.911
O -1.260538 -1.079972 0.198786 0.74 0.73 0.69
C -2.448736 -0.960695 0.946814 -0.36 0.28 -0.30
C -3.620868 -0.467867 0.079326 -1.38 1.21 1.26
O -3.628475 -1.136250 -1.205452 0.30 1.05 0.74
H -1.379243 -1.741806 -0.459073 -0.40 -0.77 -0.90
H -2.734908 -1.882671 1.392567 -0.07 -1.25 0.23
H -2.211869 -0.322564 1.796170 -0.24 0.46 -0.24
H -3.598274 0.699462 0.139500 0.03 -1.97 -1.11
H -4.624495 -0.745994 0.560810 1.48 0.33 -0.38
H -3.486749 -0.462740 -1.877645 0.05 -0.12 -0.04
O -0.992372 2.576169 1.077702 0.01 0.43 -0.64
H -0.701791 2.963626 0.239424 -0.40 0.25 0.22
H -0.364761 1.853029 1.124274 0.33 -0.70 0.43
O 2.667239 1.302044 -1.814116 0.29 -0.26 -0.73
H 3.404738 1.704898 -1.365359 0.79 0.16 0.08
H 1.980593 1.453994 -1.183979 -1.21 0.00 0.74
O 3.954554 0.207463 0.665669 -0.13 1.05 0.79
H 4.718352 -0.259863 0.992638 0.26 -0.29 0.02
H 3.643896 -0.243456 -0.110482 -0.18 -0.86 -0.65
O 2.707776 -1.589782 -1.354667 0.76 0.77 -0.46
H 2.578070 -0.716667 -1.766747 0.39 0.01 -0.20
H 1.830001 -1.768342 -1.067967 -1.11 -0.64 0.55
O 0.991129 0.516564 0.904649 0.80 1.07 0.19
H 1.872102 0.476765 1.314140 -0.15 -0.05 -0.20
H 0.704627 -0.375347 0.773015 -0.59 -0.88 -0.09